Here is a cluster of 3 separate species, C7H10 in total from the Open Molecules 2025 dataset. Energies are from ωB97M-V/def2-TZVPD.

The geometry in XYZ format:
```
17
Properties=species:S:1:pos:R:3:lowdin_charge:R:1
C -0.1871 -0.6116 -1.8467 -0.068
C 0.0975 -0.1571 -0.5414 -0.519
C 0.7162 1.2046 -0.2206 -0.068
C 0.9422 0.7497 1.2145 -0.156
C -0.2740 0.0179 1.6973 -0.135
C -0.9811 -0.3637 0.4616 -0.085
C 0.7857 -0.7143 0.9203 -0.048
H 0.3746 -0.1985 -2.6827 0.051
H -0.5089 -1.6433 -1.9804 0.056
H -1.6940 0.0704 -1.5158 0.076
H 0.0624 2.0694 -0.3859 0.124
H 1.6621 1.3369 -0.7532 0.124
H 1.6464 1.1570 1.9317 0.141
H -0.5595 -0.1647 2.7229 0.142
H -2.1306 0.2677 -0.7487 0.090
H -1.5085 -1.3185 0.4763 0.127
H 1.2664 -1.6536 1.1532 0.146
```

Summary:
* LUMO: 0.936 eV
* ΔE to the lowest compared entry with this formula, charge and spin: 665.40 kJ/mol